{
  "formula": "C5H7NO",
  "method": "ωB97M-V/def2-TZVPD",
  "total_energy_ha": -324.669306,
  "smiles": "[H]/N=C(/C)C(C)=C=O",
  "fmax_ev_per_a": 2.68,
  "orbital_gap_ev": 9.4661,
  "homo_ev": -8.89,
  "e_above_lowest_kj_mol": 144.83,
  "elements": ["O", "N", "C", "C", "C", "C", "C", "H", "H", "H", "H", "H", "H", "H"],
  "coordinates": [[-3.137, -0.497, -0.125], [-0.006, -2.140, 0.052], [-2.012, -0.161, -0.087], [0.269, -0.876, -0.002], [-0.423, 1.664, 0.057], [-0.763, 0.209, -0.037], [1.749, -0.551, -0.037], [2.217, -0.943, 0.871], [-1.012, -2.344, 0.072], [-0.684, 2.046, 1.050], [-0.999, 2.234, -0.681], [1.981, 0.508, -0.109], [2.197, -1.052, -0.901], [0.623, 1.903, -0.125]],
  "atomic_forces_ev_per_a": [[1.82, 0.51, 0.03], [0.12, 1.11, -0.09], [-2.58, -0.73, -0.10], [-0.64, -1.63, 0.05], [-0.63, 0.98, 0.05], [1.78, -0.37, -0.02], [-0.05, 0.13, -0.02], [-0.09, 0.02, -0.20], [0.25, 0.17, 0.02], [0.14, 0.10, -0.14], [0.11, 0.03, 0.19], [-0.03, 0.00, 0.02], [-0.11, 0.02, 0.22], [-0.10, -0.33, -0.01]]
}

=====

{
  "formula": "C5H7NO",
  "method": "ωB97M-V/def2-TZVPD",
  "total_energy_ha": -324.613408,
  "smiles": "CC1=C=C(N)OC1",
  "fmax_ev_per_a": 1.77,
  "orbital_gap_ev": 8.7097,
  "homo_ev": -7.86,
  "e_above_lowest_kj_mol": 291.59,
  "elements": ["O", "N", "C", "C", "C", "C", "C", "H", "H", "H", "H", "H", "H", "H"],
  "coordinates": [[1.315, 1.091, 0.343], [2.546, -0.925, 0.127], [0.292, -1.005, -0.177], [1.448, -0.203, 0.116], [-2.127, -0.311, -0.299], [-0.125, 1.306, 0.217], [-0.671, -0.067, -0.103], [2.067, -1.835, -0.096], [-0.281, 2.045, -0.577], [-2.700, -0.014, 0.588], [-2.277, -1.380, -0.476], [3.504, -0.662, 0.327], [-0.480, 1.712, 1.170], [-2.510, 0.248, -1.161]],
  "atomic_forces_ev_per_a": [[0.04, -0.40, -0.07], [-0.16, -0.05, -0.03], [-0.56, 0.46, 0.02], [-0.31, -0.28, -0.08], [-0.14, 0.05, -0.01], [-0.12, 0.08, 0.01], [-0.15, 0.07, -0.01], [1.75, 0.07, 0.24], [0.05, -0.06, 0.12], [-0.04, 0.01, -0.14], [-0.01, 0.24, 0.03], [-0.36, -0.17, -0.09], [0.07, 0.00, -0.12], [-0.06, -0.02, 0.13]]
}